No. 1
Computed, not measured: a molecular structure, C18H29N2O2P2STl in a non-equilibrium geometry, with ωB97M-V with the def2-TZVPD basis set.

The LUMO energy is -0.267 eV. For the energy above the lowest of the compared OMol25 structures with the same formula, charge and spin, the calculation gives 0.963 eV. The value obtained for the orbital gap is 7.45 eV.

XYZ file:
```
55
Properties=species:S:1:pos:R:3:forces:R:3:mulliken_charge:R:1
C -0.93490 3.26351 -2.69794 -0.38 -0.33 -0.28 -0.82
C -0.96950 2.25151 -1.73796 0.36 0.85 0.07 0.25
N 0.10541 1.99221 -0.99400 0.57 -0.55 -0.25 0.31
C 1.28661 2.52608 -1.30869 0.04 0.81 -0.32 0.32
C 1.41098 3.48152 -2.33126 0.22 -0.43 0.40 -0.78
C 0.27116 3.86452 -3.02174 -0.07 0.23 0.07 -0.51
C -2.15970 1.36067 -1.63110 -0.75 1.78 1.68 -0.81
P -2.32433 0.42595 -0.11581 0.00 -0.05 0.50 0.55
Tl -0.08842 0.11742 1.16254 0.22 -0.46 0.52 0.52
P 2.36286 0.49184 0.31143 0.44 0.07 -0.58 0.64
C 2.53065 2.12538 -0.51504 -0.52 0.15 0.14 -1.09
C -0.43291 -1.88493 2.14807 -0.10 1.73 -0.99 0.22
C -1.10855 -1.90592 3.34803 0.26 -0.82 1.20 -0.27
C -0.94787 -3.05037 4.15513 -0.28 -0.14 -0.68 -0.70
C -0.21338 -4.15005 3.68101 0.16 0.63 0.06 -0.44
C 0.39076 -4.10839 2.42160 -0.54 0.13 -0.37 -0.69
C 0.22816 -2.96862 1.60981 0.63 -0.88 0.63 -0.01
O -1.44360 -0.37343 -3.44365 -1.35 -0.24 -0.09 -0.71
O 0.79029 -1.12150 -2.99129 0.31 1.36 0.45 -0.81
H -1.86600 3.48912 -3.21843 0.34 0.07 -0.03 0.44
H 2.39414 3.90461 -2.54325 -0.32 -0.11 -0.05 0.45
H 0.32234 4.62463 -3.80602 -0.03 -0.26 0.29 0.40
C -3.47117 1.21717 1.07176 -0.15 0.25 0.03 -1.36
C -3.11902 -1.13248 -0.57796 0.04 -0.12 0.08 -1.17
H 3.39188 2.07173 -1.20162 -0.26 0.06 0.31 0.47
H 2.74527 2.88091 0.25876 -0.07 -0.19 -0.23 0.41
H -1.99914 0.64836 -2.42116 0.23 -1.15 -0.71 0.13
H -3.09397 1.86255 -1.87033 -0.12 0.32 0.03 0.68
C 3.63182 0.55096 1.62101 -0.09 -0.10 0.23 -1.27
C 2.96863 -0.63011 -0.97792 0.17 -0.17 0.46 -0.87
H -1.69389 -1.05506 3.71966 0.45 -0.34 -0.13 0.37
H -1.42191 -3.09570 5.13017 0.06 0.01 -0.07 0.37
H -0.07306 -5.02253 4.31409 -0.07 0.14 -0.09 0.37
H 0.94654 -4.97241 2.05443 -0.16 0.23 0.07 0.38
H 0.64657 -2.93132 0.60112 0.03 -0.05 0.33 0.47
H 0.02725 -3.29239 -2.49370 0.21 0.74 0.24 0.25
H 1.25937 -1.10215 -3.81945 0.35 -0.14 -0.52 0.08
H -0.42604 -0.60079 -3.29562 0.81 -0.50 -0.32 0.41
H -1.72387 -0.03814 -4.28851 0.38 -0.08 -0.59 0.22
H 0.30951 -2.49257 -2.57604 -0.51 -1.82 -0.02 -0.35
H -4.41484 1.47682 0.57068 0.21 -0.04 0.16 0.43
H -3.69453 0.53805 1.91185 0.17 0.10 -0.41 0.37
H -3.02104 2.12437 1.50152 -0.11 -0.23 -0.23 0.36
H -4.20483 -0.99757 -0.60481 0.12 -0.04 -0.07 0.42
H -2.74291 -1.42059 -1.56248 -0.02 -0.03 0.04 0.40
H -2.87067 -1.91569 0.14612 -0.04 0.14 -0.06 0.31
H 3.93379 -0.26430 -1.34527 -0.11 -0.03 0.01 0.47
H 3.12365 -1.61773 -0.52640 -0.09 0.08 -0.18 0.42
H 2.22060 -0.71070 -1.79132 0.02 -0.04 0.11 0.02
H 4.61484 0.81807 1.20526 -0.31 -0.11 0.07 0.40
H 3.33550 1.28282 2.38848 0.09 -0.26 -0.30 0.34
H 3.68645 -0.44080 2.09382 0.05 0.29 -0.13 0.39
S 0.60186 2.17801 2.88333 -0.47 -0.13 -0.91 -0.37
C 0.50348 1.21146 4.23934 -0.06 -0.41 0.36 0.51
N 0.41970 0.51596 5.15981 0.04 0.07 0.05 -0.55
```
Positions in Å, forces in eV/Å.


No. 2
Computed, not measured: C18H29N3O3S in the gas phase in a non-equilibrium geometry, with ωB97M-V with the def2-TZVPD basis set.

The LUMO energy is 0.659 eV. For the energy above the lowest of the compared OMol25 structures with the same formula, charge and spin, the calculation gives 0.479 eV. The value obtained for the orbital gap is 9.20 eV. The SMILES is Cc1ccc(S(=O)(=O)NCCC(=O)NCCN2CCCCCC2)cc1.

XYZ file:
```
54
Properties=species:S:1:pos:R:3:forces:R:3:mulliken_charge:R:1
C 6.73612 1.28740 -1.05190 0.01 0.03 0.02 -1.44
C 5.36817 0.92432 -0.56393 -0.04 -0.11 0.04 1.03
C 5.14117 -0.27286 0.10511 -0.02 0.12 -0.04 -0.80
C 3.87475 -0.59498 0.56448 -0.08 -0.14 0.11 -0.22
C 2.83556 0.28727 0.35187 -0.46 -0.34 0.21 -0.65
S 1.18756 -0.10432 0.90266 -0.26 0.24 -0.63 1.78
O 0.61917 1.01862 1.59269 0.07 0.17 -0.04 -0.76
O 1.22026 -1.35489 1.63054 0.41 0.01 -0.12 -0.85
N 0.38072 -0.23202 -0.53805 0.77 0.38 0.80 0.32
C 0.71660 -1.35062 -1.38849 0.34 -0.47 -0.19 -0.64
C 0.27130 -2.73189 -0.86632 -0.16 0.11 -0.14 -0.70
C -1.20301 -2.63910 -0.51528 0.56 -0.36 0.12 0.50
O -2.09096 -2.88457 -1.31027 -0.23 -0.02 -0.37 -0.67
N -1.42082 -2.20415 0.74191 -0.12 0.05 0.43 -0.04
C -2.69930 -1.69148 1.16598 -0.17 0.19 -0.03 -1.29
C -2.70842 -0.15576 1.21824 -0.03 -0.24 0.01 -0.69
N -2.37959 0.45923 -0.05826 -0.01 -0.05 0.11 0.39
C -2.05038 1.87375 0.04443 -0.05 0.37 0.25 -0.80
C -3.17699 2.83198 0.44762 0.13 -0.15 -0.35 -0.72
C -4.38585 2.81207 -0.48830 -0.11 -0.02 0.34 -0.83
C -5.27570 1.58723 -0.27940 0.01 0.03 -0.18 -0.65
C -4.78919 0.29615 -0.95326 0.21 0.12 0.15 -0.89
C -3.27194 0.14564 -1.16419 -0.30 -0.29 -0.24 -0.91
C 3.03560 1.48389 -0.31006 0.04 0.19 -0.06 -0.32
C 4.30176 1.79891 -0.76532 -0.13 -0.08 0.08 -0.84
H 7.41179 0.43865 -0.99164 0.08 -0.02 -0.02 0.35
H 7.14434 2.09570 -0.44580 0.09 0.04 0.01 0.31
H 6.69555 1.63447 -2.08243 0.06 0.02 -0.07 0.36
H 5.96007 -0.95796 0.26817 0.08 -0.06 0.01 0.33
H 3.67806 -1.51650 1.08967 0.04 -0.13 0.05 0.47
H -0.63076 -0.05440 -0.43338 -0.27 0.20 0.25 0.04
H 1.80383 -1.34244 -1.51481 -0.08 -0.09 -0.22 0.33
H 0.25070 -1.16863 -2.36058 0.10 0.02 0.07 0.42
H 0.41598 -3.47003 -1.65470 -0.07 0.00 0.05 0.49
H 0.85510 -3.00334 0.01141 0.00 -0.06 -0.08 0.31
H -0.61773 -1.97394 1.31587 -0.04 -0.18 -0.13 0.30
H -2.93210 -2.07347 2.16458 -0.08 0.03 -0.11 0.34
H -3.44308 -2.06648 0.46049 0.00 0.01 0.14 0.43
H -1.94361 0.17242 1.92995 -0.11 0.03 0.05 0.61
H -3.69047 0.15680 1.60150 0.05 0.04 0.04 0.35
H -1.23393 1.96808 0.76582 -0.06 0.03 -0.14 0.22
H -1.66517 2.17975 -0.93398 0.04 0.02 0.02 0.44
H -2.75087 3.83795 0.46019 0.04 0.02 0.09 0.43
H -3.50594 2.60741 1.46444 -0.02 0.05 0.09 0.27
H -4.98472 3.70444 -0.28723 0.02 0.01 -0.09 0.41
H -4.05733 2.86775 -1.52770 0.01 0.09 -0.11 0.31
H -5.38124 1.42763 0.79689 -0.05 0.02 0.02 0.25
H -6.27597 1.80766 -0.66068 -0.02 -0.03 0.09 0.42
H -5.23514 0.22110 -1.94755 -0.03 -0.09 0.00 0.55
H -5.15963 -0.55350 -0.37639 -0.05 -0.09 -0.07 0.10
H -3.09047 -0.89000 -1.46756 -0.03 0.12 -0.06 0.35
H -2.96215 0.77948 -1.99830 0.02 -0.02 -0.01 0.62
H 2.19668 2.14597 -0.45086 -0.06 0.16 -0.09 0.48
H 4.47227 2.73154 -1.28266 -0.01 0.10 -0.06 0.39
```
Positions in Å, forces in eV/Å.


No. 3
Computed, not measured: a molecular structure, C18H29N9O3RbS in a non-equilibrium geometry, with ωB97M-V with the def2-TZVPD basis set.

The LUMO energy is 2.320 eV. For the energy above the lowest of the compared OMol25 structures with the same formula, charge and spin, the calculation gives 0.348 eV. The net charge is -1. The value obtained for the orbital gap is 6.55 eV.

XYZ file:
```
61
Properties=species:S:1:pos:R:3:forces:R:3:mulliken_charge:R:1
Rb 0.69007 -0.24838 -0.16871 -0.90 0.00 -0.52 0.83
C -4.56687 1.05620 2.04862 0.05 -0.10 -0.03 -1.40
C -3.13149 0.83397 1.63955 -0.03 0.01 0.08 0.38
N -2.70329 -0.19374 1.00146 -0.14 -0.04 -0.03 0.56
N -3.62699 -1.17518 0.78998 0.04 0.04 -0.12 -1.07
C -3.34676 -2.01511 -0.17693 -0.04 0.00 0.08 0.30
N -4.28117 -3.03390 -0.30314 -0.03 -0.04 0.05 -0.50
S -2.06670 -2.02762 -1.32049 0.04 0.06 -0.05 -0.55
C -2.14314 1.87588 2.00692 0.03 0.16 -0.01 0.38
C -2.56750 3.09466 2.55766 0.04 -0.14 -0.10 -0.45
C -1.62764 4.05117 2.89514 0.07 0.02 0.01 -0.74
C -0.28572 3.77658 2.69189 0.01 0.01 0.00 -0.84
C 0.04648 2.54486 2.14086 0.07 0.08 0.04 -0.25
N -0.84382 1.62588 1.80345 -0.06 -0.11 0.09 0.08
H -5.15365 0.18461 1.77674 0.01 0.01 0.00 0.42
H -4.98247 1.93406 1.54692 -0.01 0.00 -0.03 0.28
H -4.65151 1.22614 3.12437 0.02 0.00 0.03 0.33
H -4.77041 -3.24490 0.55482 -0.01 0.02 -0.03 0.24
H -3.93574 -3.82422 -0.82122 0.00 -0.01 0.02 0.24
H -3.61796 3.29050 2.70873 -0.03 0.00 0.01 0.33
H -1.94267 4.99872 3.31702 0.01 0.00 0.00 0.37
H 0.48876 4.48828 2.94679 0.00 0.00 0.00 0.49
H 1.08320 2.29002 1.94937 0.04 0.01 0.01 0.52
N -1.64188 0.15879 -3.74106 0.03 -0.08 0.02 -0.31
C -0.31903 -0.15312 -3.93011 -0.18 0.07 0.04 0.44
N 0.07760 -0.33347 -5.24556 0.06 0.04 0.00 -0.49
O 0.47899 -0.19626 -3.01356 0.18 0.02 -0.16 -0.43
H -2.28027 -0.10241 -4.47536 0.00 0.01 0.00 0.23
H -1.96332 -0.13810 -2.81633 -0.02 -0.02 0.00 0.03
H -0.59968 -0.66880 -5.90833 0.00 -0.02 0.01 0.20
H 0.99692 -0.73528 -5.32393 -0.01 0.00 -0.02 0.27
C 2.99549 0.37311 3.20646 0.05 -0.07 -0.06 -1.05
C 2.80154 -0.13277 1.76624 0.33 0.09 0.57 0.72
O 3.09257 0.65810 0.83059 0.23 0.32 -0.07 -0.82
O 2.34116 -1.27853 1.62704 0.22 -0.34 0.34 -0.80
H 3.76604 -0.22666 3.69430 0.01 -0.01 -0.01 0.36
H 2.07273 0.22902 3.76875 -0.03 0.01 -0.01 0.25
H 3.28995 1.42198 3.23226 0.00 0.01 -0.02 0.25
C 3.80920 5.50415 -0.48394 -0.02 -0.01 0.02 -0.66
C 3.78375 4.25797 0.38252 0.03 0.06 0.04 -0.67
N 2.91011 3.28419 -0.22308 0.08 -0.07 0.00 -0.09
C 1.66626 3.63302 -0.68764 -0.11 -0.02 0.04 -0.18
N 0.75808 2.73096 -0.72811 0.07 0.07 -0.12 0.30
C -0.54665 3.05106 -1.26546 -0.09 -0.03 -0.08 -0.10
C -0.51823 4.22890 -2.22618 0.00 0.06 0.04 -0.80
C 0.19650 5.37429 -1.53331 -0.07 0.02 0.02 -0.74
N 1.52414 4.94680 -1.14375 0.05 -0.04 -0.08 0.20
C 2.38347 5.99852 -0.64515 0.03 0.03 0.08 -0.64
H 4.22060 5.25345 -1.46376 0.01 0.00 -0.01 0.29
H 4.42753 6.28487 -0.03585 -0.01 -0.01 0.02 0.39
H 3.45964 4.53571 1.40077 0.02 -0.01 -0.03 0.27
H 4.77688 3.81599 0.47611 -0.02 0.01 -0.02 0.37
H 2.94813 2.33425 0.16225 0.00 0.02 0.01 0.31
H -1.23877 3.27030 -0.44001 0.01 -0.01 0.00 -0.03
H -0.94142 2.16218 -1.76432 0.00 0.02 -0.02 -0.09
H -1.52653 4.52752 -2.52088 -0.01 0.00 0.02 0.41
H 0.03322 3.95689 -3.12948 0.00 -0.01 -0.02 0.31
H -0.38668 5.70047 -0.65568 0.01 0.00 -0.03 0.30
H 0.30611 6.24383 -2.19052 -0.01 -0.05 0.00 0.41
H 2.01582 6.38010 0.32402 0.02 0.00 -0.02 0.28
H 2.33431 6.83416 -1.35098 0.02 -0.03 0.01 0.35
```
Positions in Å, forces in eV/Å.


No. 4
Computed, not measured: C18H29NO2 in the gas phase, with ωB97M-V with the def2-TZVPD basis set.

The LUMO energy is 0.713 eV. For the energy above the lowest of the compared OMol25 structures with the same formula, charge and spin, the calculation gives 0.000 eV. The value obtained for the orbital gap is 9.45 eV. The SMILES is CC1(C)C[C@@H](O)[C@H](CC[C@@H](O)c2ccccc2)C(C)(C)N1.

XYZ file:
```
50
Properties=species:S:1:pos:R:3:forces:R:3:mulliken_charge:R:1
C 1.90100 -4.19989 0.02055 -0.11 0.27 0.10 -1.77
C 1.39453 -2.89083 0.64865 0.51 -0.16 0.08 1.71
C 2.15653 -2.67926 1.96955 -0.19 0.01 -0.23 -1.86
C 1.65222 -1.71636 -0.31959 -0.33 0.05 -0.16 -1.52
C 0.33989 -1.16834 -0.88701 0.18 0.39 0.25 -0.41
O -0.28159 -2.10430 -1.73367 -0.21 -0.32 -0.39 -0.73
C -0.59948 -0.72456 0.25309 0.21 0.03 -0.15 0.40
C -0.06040 0.48530 1.02785 -0.03 0.03 -0.17 -0.97
C 0.20856 1.73076 0.17825 -0.41 -0.24 0.09 -1.17
C -1.06209 2.30827 -0.47364 0.61 -0.10 -0.19 -0.02
O -2.04348 2.62352 0.48875 -0.21 0.10 0.30 -0.59
C -0.67527 3.48733 -1.34059 -0.19 -0.09 -0.07 0.39
C -0.57189 3.33160 -2.71700 0.00 -0.01 0.14 -0.24
C -0.18883 4.39076 -3.51988 0.05 0.04 -0.11 -0.63
C 0.09376 5.62326 -2.95612 0.03 0.04 -0.09 -0.43
C -0.00419 5.78785 -1.58567 0.03 0.08 0.08 -0.72
C -0.38228 4.72578 -0.78347 -0.03 -0.10 -0.01 -0.50
C -0.94578 -1.96103 1.13775 -0.52 0.07 0.19 0.73
C -2.35477 -2.45215 0.74945 0.27 0.08 0.04 -1.91
C -0.99062 -1.66976 2.64898 0.10 -0.01 -0.27 -1.96
N -0.04433 -3.06664 0.81086 -0.13 -0.32 -0.03 -0.46
H 2.97106 -4.14315 -0.16158 0.14 -0.01 -0.01 0.43
H 1.70981 -5.04007 0.68569 -0.01 -0.13 0.10 0.42
H 1.39538 -4.38638 -0.92339 -0.03 -0.01 -0.10 0.39
H 1.92452 -1.71673 2.41628 -0.01 0.11 0.07 0.36
H 3.22803 -2.71611 1.78651 0.14 0.02 0.01 0.45
H 1.90275 -3.46192 2.68284 0.00 -0.09 0.10 0.33
H 2.18632 -0.91134 0.18328 0.08 0.06 0.05 0.50
H 2.27063 -2.05195 -1.15282 0.04 0.05 -0.01 0.49
H 0.55530 -0.31489 -1.53754 0.02 -0.03 0.13 0.68
H -0.42636 -2.89287 -1.18680 -0.01 0.01 0.04 0.43
H -1.53257 -0.40599 -0.21901 0.01 -0.05 -0.02 0.75
H -0.80190 0.76299 1.77793 0.11 -0.02 0.10 0.61
H 0.86397 0.22714 1.54577 0.01 -0.03 0.14 0.21
H 0.93970 1.52664 -0.60386 0.08 0.08 -0.02 0.30
H 0.63629 2.50041 0.82908 0.05 0.08 -0.08 0.51
H -1.52883 1.54617 -1.10389 0.07 0.09 -0.02 0.51
H -1.70054 3.31911 1.06100 -0.05 -0.04 0.01 0.43
H -0.79532 2.37187 -3.16028 -0.05 -0.12 -0.05 0.34
H -0.11456 4.25507 -4.58884 0.00 -0.01 -0.09 0.38
H 0.38855 6.45255 -3.58191 0.02 0.06 -0.05 0.38
H 0.21628 6.74610 -1.13807 0.02 0.07 0.03 0.38
H -0.44750 4.87401 0.28652 -0.01 0.03 0.10 0.28
H -2.59760 -3.36836 1.28476 -0.05 -0.12 0.10 0.48
H -3.09603 -1.69873 1.00288 -0.12 0.09 0.04 0.44
H -2.41390 -2.65146 -0.31684 -0.01 0.01 -0.09 0.36
H -1.21676 -2.59469 3.17878 -0.04 -0.09 0.05 0.44
H -0.05225 -1.28459 3.03184 0.08 0.06 0.08 0.34
H -1.77743 -0.95531 2.87535 -0.08 0.10 0.09 0.45
H -0.22853 -3.84885 1.42923 -0.01 -0.01 -0.05 0.58
```
Positions in Å, forces in eV/Å.